18
Properties=species:S:1:pos:R:3 method="wB97M-V/def2-TZVPD" orbital_gap_ev=8.6 lumo_ev=-0.832 de_lowest_kj_mol=83.4 homo_ev=-9.41 e_tot_ev=-38800.306
C -1.41 -2.00 -0.06
C -0.29 -2.35 0.73
C -1.51 -0.72 -0.69
C 0.82 -1.49 0.71
C -0.41 0.12 -0.60
C 0.70 -0.22 0.06
N 1.68 2.34 -0.26
P 2.10 0.84 -0.01
S 3.82 -0.05 0.03
S -1.73 2.85 0.65
H -2.14 -2.76 -0.24
H -0.16 -3.22 1.23
H -2.46 -0.44 -1.20
H 1.65 -1.60 1.49
H -0.45 1.17 -0.86
H -2.20 2.19 -0.43
H 2.44 2.71 -0.81
H -0.45 2.64 0.27